No. 1
The following is a DFT calculation (ωB97M-V/def2-TZVPD) of C10H17Cl2HfN as an isolated structure at a distorted geometry.

Structure (ORCA input):
```
! wB97M-V def2-TZVPD RIJCOSX def2/J DEFGRID3
* xyz 0 1
Hf -0.70885 1.26745 1.58979
Cl 1.19324 2.56676 1.87545
Cl -1.26805 -0.12849 3.50608
C -1.77577 2.75559 2.39633
H -2.87958 2.48934 2.36736
H -1.66503 3.58335 1.66626
C -1.08938 0.03395 -0.84016
C -1.33453 1.28833 -0.55312
H -1.57966 -0.84295 -0.37073
C -0.52550 2.45134 -1.12750
H -2.23824 1.66232 0.15936
C -0.14555 2.17947 -2.59484
H -1.08669 3.40158 -1.03504
H 0.44547 2.66598 -0.59749
C 0.51075 0.80084 -2.73493
H -1.09763 2.19773 -3.17984
H 0.51214 2.94840 -2.99065
C -0.23142 -0.35242 -2.02279
H 0.61774 0.56604 -3.82927
H 1.56356 0.85198 -2.34042
H -0.90373 -0.82660 -2.78785
H 0.52588 -1.12277 -1.74749
C 2.30093 -3.96308 1.53708
C 0.90032 -3.47633 1.92184
C 0.65733 -2.05676 1.66020
N 0.45846 -0.93542 1.42130
H 2.35465 -4.15531 0.46283
H 2.56791 -4.89212 2.05847
H 3.06846 -3.21847 1.78498
H 0.13695 -4.05698 1.35102
H 0.71583 -3.68275 2.99375
*
```

Its HOMO energy (spin up / spin down) is -6.34 / -6.34 eV. The value obtained for the orbital gap (spin up / spin down) is 0.226 / 0.226 Eh. The energy relative to the best compared isomer or geometry (same formula, charge and spin) comes out at 67.0 kcal/mol. The value obtained for the lowest unoccupied orbital energy (spin up / spin down) is -0.18 / -0.18 eV. The calculation puts the total energy at -1414.3312 Eh.

---

No. 2
The following is a DFT calculation (ωB97M-V/def2-TZVPD) of C10H17Cl2N2O4Pd as an isolated structure at a distorted geometry.

Structure (ORCA input):
```
! wB97M-V def2-TZVPD RIJCOSX def2/J DEFGRID3
* xyz -1 3
Pd 4.66023 -3.45863 1.96818
C -4.25469 4.49297 -0.35649
C -3.24766 4.53300 -1.42711
N -2.19217 3.54075 -1.50698
C -1.34917 3.14092 -0.48295
C -0.42278 2.25558 -1.13746
N -0.76594 2.18126 -2.54054
C -1.86364 3.04981 -2.76801
C -0.16758 1.35501 -3.63724
H -3.70275 4.52902 0.58274
H -4.85500 3.58327 -0.36959
H -4.92266 5.35386 -0.32850
H -2.86009 5.54190 -1.56857
H -3.82728 4.47782 -2.34857
H -1.54562 3.62338 0.46311
H 0.36049 1.61645 -0.75746
H -2.32877 3.30051 -3.70993
H 0.90852 1.28975 -3.47649
H -0.42670 1.92494 -4.52951
H -0.47601 0.31428 -3.73644
C 0.98927 -6.20376 -3.04728
C 1.51839 -5.69305 -1.75930
O 2.33771 -6.30930 -1.08101
O 1.36415 -4.50172 -1.41655
H 1.67403 -6.00914 -3.87270
H 0.00735 -5.79877 -3.29208
H 0.76998 -7.25866 -2.88239
C 0.98509 -1.02570 7.06129
C 1.76602 -1.53145 5.89819
O 1.55747 -2.62784 5.32520
O 2.61398 -0.90316 5.34633
H 0.83898 0.05425 7.03983
H 1.57582 -1.29546 7.93671
H 0.01203 -1.51434 7.11134
Cl 7.15698 -0.68930 -0.54333
Cl 8.11191 -5.33857 3.84372
*
```

Its expectation value of S² is 2.018. Its HOMO energy (spin up / spin down) is -3.30 / -3.30 eV. The value obtained for the orbital gap (spin up / spin down) is 0.096 / 0.077 Eh. The value obtained for the lowest unoccupied orbital energy (spin up / spin down) is -0.69 / -1.20 eV. The calculation puts the total energy at -1849.6673 Eh.

---

No. 3
The following is a DFT calculation (ωB97M-V/def2-TZVPD) of C10H17Cl2NPd as an isolated structure at a distorted geometry.

Structure (ORCA input):
```
! wB97M-V def2-TZVPD RIJCOSX def2/J DEFGRID3
* xyz 0 5
Pd -0.15522 -1.46288 -0.72239
Cl -1.18958 1.94670 0.79277
Cl 2.18345 -1.47469 -1.01011
C -1.82869 -0.70120 -0.73806
H -2.50429 -0.98204 -1.54299
H -2.25530 -0.37959 0.20117
C 0.03109 1.17406 -0.22597
C -0.58610 0.35893 -1.26366
H 0.64747 0.56459 0.45270
C -1.36855 1.21751 -2.29813
H 0.19510 -0.14230 -1.91176
C -0.56015 2.40436 -2.83284
H -1.66103 0.56331 -3.12564
H -2.28355 1.56151 -1.80563
C 0.19342 3.18254 -1.76004
H 0.16627 2.02710 -3.56284
H -1.23191 3.07951 -3.37294
C 0.96117 2.24393 -0.82426
H 0.89484 3.88382 -2.22409
H -0.51171 3.77404 -1.16652
H 1.75278 1.72588 -1.38425
H 1.43698 2.81062 -0.01711
C 0.96373 -2.57328 4.28959
C 0.92295 -3.62864 3.16515
C 0.51222 -3.08698 1.87338
N 0.21420 -2.65614 0.83714
H 1.65582 -1.76352 4.03529
H 1.29906 -3.01706 5.23155
H -0.03115 -2.14691 4.45522
H 1.91934 -4.07331 3.03067
H 0.21733 -4.42990 3.42461
*
```

Its expectation value of S² is 6.013. Its HOMO energy (spin up / spin down) is -3.12 / -9.78 eV. The value obtained for the orbital gap (spin up / spin down) is 0.141 / 0.207 Eh. The energy relative to the best compared isomer or geometry (same formula, charge and spin) comes out at 100.7 kcal/mol. The value obtained for the lowest unoccupied orbital energy (spin up / spin down) is 0.71 / -4.14 eV. The calculation puts the total energy at -1493.8780 Eh.

---

No. 4
The following is a DFT calculation (ωB97M-V/def2-TZVPD) of C10H17Cl4F4NbO4P as an isolated structure at a distorted geometry.

Structure (ORCA input):
```
! wB97M-V def2-TZVPD RIJCOSX def2/J DEFGRID3
* xyz -1 1
C -4.42013 0.65960 3.74985
C -3.58908 0.55389 2.47096
Cl -4.69104 0.86917 1.10567
C -2.85765 -0.77051 2.31164
Cl -4.00266 -2.13018 2.45059
Nb -1.20284 -0.92924 0.74895
C -0.59692 1.08416 1.54384
F 0.38517 -0.96807 -0.38505
C -2.39824 -0.31412 -1.09372
C -3.69595 -0.70394 -1.63094
O -4.23240 -1.74445 -1.78839
Cl -4.62161 0.81478 -2.37177
P -1.40298 -3.52550 0.46355
O -1.22935 -4.21599 1.95088
Cl -3.25247 -4.27268 -0.08772
H -5.30584 0.04272 3.66495
H -3.84188 0.35097 4.61320
H -4.76079 1.68417 3.86164
H -2.84167 1.33094 2.53305
H -2.25960 -0.80570 3.22425
H -0.16233 -1.60623 2.06861
H -1.18100 1.87351 1.07944
H 0.46981 1.23361 1.41531
H -0.77103 1.12346 2.61694
H -1.69996 -0.50348 -1.91349
H -2.38085 0.77035 -0.99249
H -1.18812 -5.17036 1.85707
C 3.13657 0.06628 -1.70532
C 4.15617 1.03037 -1.15253
O 5.38034 1.03785 -1.93668
C 5.37675 1.77601 -3.02204
O 4.50037 2.46328 -3.44695
C 6.75833 1.68084 -3.70536
F 7.19363 0.42292 -3.76280
F 7.65281 2.39947 -3.01579
F 6.70161 2.16178 -4.93857
H 3.56003 -0.93511 -1.78339
H 2.26915 0.01989 -1.04752
H 2.80319 0.37042 -2.69715
H 4.47555 0.72989 -0.15813
H 3.76692 2.04519 -1.09461
*
```

Its HOMO energy is -4.55 eV. The value obtained for the orbital gap is 0.236 Eh. The value obtained for the lowest unoccupied orbital energy is 1.86 eV. The calculation puts the total energy at -3330.8194 Eh.

---

No. 5
The following is a DFT calculation (ωB97M-V/def2-TZVPD) of C10H17CuNO9P2SSi as an isolated structure at a distorted geometry.

Structure (ORCA input):
```
! wB97M-V def2-TZVPD RIJCOSX def2/J DEFGRID3
* xyz -2 2
Cu 0.55502 0.90254 -1.80842
O 3.56261 1.94817 0.73341
P 3.10275 1.91376 -0.85415
O 4.33236 2.11474 -1.65091
O 2.29066 0.65759 -1.00778
O 2.18052 3.24343 -0.79724
P 0.75019 3.77870 -1.33555
O 0.15942 4.30947 0.11005
O 0.90995 4.95064 -2.20753
O -0.18567 2.66321 -1.74907
H 4.50458 2.07862 0.65839
H 0.05632 3.55160 0.68604
C 0.25151 -3.99293 2.31950
Si -1.38442 -3.02725 2.22291
C -1.72831 -2.53130 4.05359
C -2.78797 -4.26215 1.77866
C -1.61926 -1.47404 1.18935
C -2.69524 -0.65269 1.43499
C -2.86939 0.52026 0.69706
C -1.88464 0.86212 -0.20374
N -0.84510 0.08098 -0.48578
C -0.74620 -1.14418 0.10508
S 0.31295 -2.28765 -0.49765
H 0.19823 -4.78427 3.06533
H 1.06783 -3.33044 2.58498
H 0.49332 -4.42719 1.35812
H -1.68582 -3.40305 4.69987
H -2.70729 -2.08022 4.17770
H -0.99272 -1.81793 4.41156
H -2.75476 -5.15082 2.40271
H -2.70831 -4.57329 0.74297
H -3.76195 -3.79966 1.91119
H -3.41757 -0.91642 2.20132
H -3.73131 1.15664 0.84086
H -1.92203 1.80195 -0.74010
C 2.67764 3.01648 -4.58661
O 2.03935 2.43105 -3.46220
C 1.30090 1.34026 -3.66125
O 1.17920 0.84713 -4.77336
H 3.40718 3.71254 -4.18431
H 1.93309 3.53551 -5.19695
H 3.16237 2.23808 -5.18306
*
```

Its expectation value of S² is 0.754. Its HOMO energy (spin up / spin down) is -1.77 / -1.80 eV. The value obtained for the orbital gap (spin up / spin down) is 0.236 / 0.237 Eh. The energy relative to the best compared isomer or geometry (same formula, charge and spin) comes out at 37.1 kcal/mol. The value obtained for the lowest unoccupied orbital energy (spin up / spin down) is 4.65 / 4.65 eV. The calculation puts the total energy at -4134.4323 Eh.

---

No. 6
The following is a DFT calculation (ωB97M-V/def2-TZVPD) of a 2-piece molecular cluster, C10H17IN3O overall at a distorted geometry.

Structure (ORCA input):
```
! wB97M-V def2-TZVPD RIJCOSX def2/J DEFGRID3
* xyz 1 1
C 2.27140 2.98933 0.68330
C 1.02432 3.50432 0.34017
C 0.95142 -1.26391 -0.28685
C 0.32683 -0.04216 -0.07862
C 0.12703 -2.38832 -0.56246
C 0.92830 1.26210 0.18073
C -3.41353 -2.31499 -1.17604
C 3.18306 0.80887 0.99492
C -1.09395 2.50797 -0.61154
C -2.06023 -3.01250 -1.17131
N 0.70153 -3.49093 -0.52008
N 2.16305 1.64392 0.52095
N 0.25276 2.42331 0.01478
O -1.10975 -2.02984 -0.89584
I -0.66698 1.54136 3.11434
H 3.16974 3.52584 0.70493
H 0.53742 4.48298 0.28000
H 2.00446 -1.44119 -0.19428
H -0.69435 -0.02710 -0.05592
H -3.32133 -1.50879 -1.97204
H -4.07077 -3.05583 -1.32915
H -3.49419 -1.88356 -0.23748
H 2.79162 -0.36223 1.17510
H 3.98218 0.57694 0.22733
H 3.52817 1.02214 1.97649
H -1.03124 1.72568 -1.44065
H -1.78400 2.06631 0.02592
H -1.24538 3.43408 -0.94345
H -1.95280 -3.52104 -2.20288
H -1.98153 -3.99699 -0.55313
H 0.11460 -4.30176 -0.57702
H -0.13785 1.12599 4.56977
*
```

Its HOMO energy is -12.58 eV. The value obtained for the orbital gap is 0.317 Eh. The energy relative to the best compared isomer or geometry (same formula, charge and spin) comes out at 15.4 kcal/mol. The value obtained for the lowest unoccupied orbital energy is -3.96 eV. The calculation puts the total energy at -928.1172 Eh.

---

No. 7
The following is a DFT calculation (ωB97M-V/def2-TZVPD) of a 2-piece molecular cluster, C10H17INO4S overall at a distorted geometry.

Structure (ORCA input):
```
! wB97M-V def2-TZVPD RIJCOSX def2/J DEFGRID3
* xyz 1 1
C -1.80187 0.01059 1.14154
C -1.26104 0.62979 -0.16307
C 0.15709 0.16112 -0.46281
C 1.23150 0.94116 0.28961
C 1.47266 2.32964 -0.33701
C 0.90667 3.46296 0.51054
S 0.54931 4.98923 -0.38933
I -1.17176 4.37353 -1.89879
O 1.94384 5.22666 -1.26362
C 2.05497 4.59481 -2.40449
N 2.32380 3.85386 -3.26088
H -2.15415 0.77817 1.81316
H -1.00436 -0.53289 1.62751
H -2.59987 -0.67932 0.92184
H -1.34389 1.71105 -0.12371
H -1.88546 0.28760 -0.97848
H 0.39489 0.19336 -1.51874
H 0.22763 -0.86674 -0.13874
H 0.96758 1.05535 1.33370
H 2.15474 0.39392 0.18920
H 1.01719 2.35299 -1.31911
H 2.52197 2.52568 -0.50459
H -0.02986 3.18319 0.98433
H 1.58617 3.79403 1.28794
C -0.66329 -5.45908 0.58159
C -1.03422 -4.39695 -0.43364
O -0.94125 -3.19180 0.34193
C -0.10380 -3.42493 1.38467
O 0.31006 -2.58434 2.11303
O 0.19193 -4.73447 1.47560
H -0.13174 -6.30221 0.15100
H -1.52542 -5.82401 1.14083
H -0.32233 -4.33887 -1.25835
H -2.03767 -4.51309 -0.83269
*
```

Its HOMO energy is -13.21 eV. The value obtained for the orbital gap is 0.260 Eh. The value obtained for the lowest unoccupied orbital energy is -6.13 eV. The calculation puts the total energy at -1442.4850 Eh.

---

The evaluated M for the records listed, in turn: 400.6, 406.6, 328.6, 542.9, 480.9, 322.2, 374.2 g/mol.